[1]
{
  "formula": "CH6O4",
  "method": "the ωB97M-V functional and the def2-TZVPD basis",
  "gap_ev": 11.0,
  "smiles": "O=CO.O.O",
  "relative_energy_kj_mol": 176.1,
  "charge": 0,
  "molar_mass_g_mol": 82.055,
  "lumo_energy_ha": 0.011,
  "symbols": ["O", "C", "O", "H", "H", "O", "H", "H", "O", "H", "H"],
  "positions_angstrom": [[-2.490, 1.255, 0.900], [-1.913, 0.348, 1.421], [-1.317, -0.656, 0.846], [-1.876, 0.275, 2.549], [-1.840, -0.926, -0.038], [0.101, 0.268, -2.169], [0.944, -0.125, -1.647], [0.544, 0.953, -2.818], [2.735, -0.739, 0.039], [2.590, -1.002, 0.962], [2.521, 0.349, -0.045]]
}

***

[2]
{
  "formula": "C4H2O2",
  "method": "the ωB97M-V functional and the def2-TZVPD basis",
  "gap_ev": 9.2,
  "relative_energy_kj_mol": 228.7,
  "charge": 0,
  "molar_mass_g_mol": 82.058,
  "lumo_energy_ha": -0.055,
  "symbols": ["O", "C", "C", "C", "C", "O", "H", "H"],
  "positions_angstrom": [[-1.696, 1.063, 0.576], [-1.392, 0.006, 0.082], [0.407, -1.604, -0.532], [0.018, -0.387, -0.210], [1.272, 0.398, 0.027], [2.301, 0.048, -0.506], [-2.146, -0.756, -0.184], [1.236, 1.233, 0.748]]
}

***

[3]
{
  "formula": "C10H36NO10",
  "method": "the ωB97M-V functional and the def2-TZVPD basis",
  "gap_ev": 8.4,
  "charge": 1,
  "molar_mass_g_mol": 330.395,
  "lumo_energy_ha": -0.128,
  "symbols": ["O", "H", "H", "H", "O", "H", "H", "H", "O", "H", "C", "C", "C", "O", "C", "N", "H", "H", "H", "H", "H", "H", "H", "H", "H", "H", "H", "C", "C", "O", "O", "H", "H", "H", "H", "H", "H", "C", "C", "O", "O", "H", "H", "H", "H", "H", "H", "C", "C", "O", "O", "H", "H", "H", "H", "H", "H"],
  "positions_angstrom": [[21.953, -19.039, 1.635], [21.922, -19.422, 0.740], [21.737, -19.802, 2.370], [21.323, -18.308, 1.745], [21.118, -20.867, 5.666], [21.979, -20.560, 6.010], [20.364, -20.337, 5.965], [21.158, -20.862, 4.576], [21.369, -20.854, 3.239], [20.584, -20.976, 2.688], [17.792, -23.833, 0.899], [18.907, -23.233, 0.070], [18.570, -23.241, -1.410], [18.301, -24.529, -1.847], [17.890, -24.580, -3.197], [19.290, -21.863, 0.455], [16.813, -23.388, 0.694], [17.940, -23.859, 1.981], [17.692, -24.892, 0.643], [19.776, -23.904, 0.105], [19.389, -22.825, -2.021], [17.729, -22.543, -1.605], [17.509, -25.561, -3.464], [18.765, -24.369, -3.830], [17.116, -23.836, -3.420], [18.577, -21.220, 0.116], [19.212, -21.818, 1.468], [25.012, -20.072, 3.916], [25.921, -19.298, 4.806], [26.005, -19.919, 6.094], [23.680, -19.572, 4.058], [25.032, -21.135, 4.163], [25.399, -20.001, 2.895], [25.699, -18.227, 4.835], [26.941, -19.334, 4.396], [26.556, -19.357, 6.647], [23.067, -20.231, 3.723], [20.540, -24.455, 3.608], [19.463, -24.402, 4.671], [18.711, -23.215, 4.546], [21.613, -23.547, 3.895], [20.197, -24.107, 2.628], [20.894, -25.483, 3.567], [19.885, -24.587, 5.664], [18.911, -25.341, 4.493], [17.840, -23.333, 4.936], [21.319, -22.631, 3.799], [23.544, -22.792, 0.637], [23.962, -24.181, 1.063], [22.824, -24.984, 1.419], [23.669, -21.904, 1.779], [22.529, -22.733, 0.242], [24.228, -22.404, -0.120], [24.671, -24.123, 1.892], [24.455, -24.780, 0.295], [22.489, -24.576, 2.227], [22.827, -21.971, 2.248]]
}

***

[4]
{
  "formula": "CH12N8O",
  "method": "the ωB97M-V functional and the def2-TZVPD basis",
  "gap_ev": 3.9,
  "relative_energy_kj_mol": 0.0,
  "charge": 2,
  "molar_mass_g_mol": 152.162,
  "lumo_energy_ha": -0.330,
  "symbols": ["C", "N", "N", "N", "N", "N", "N", "N", "N", "O", "H", "H", "H", "H", "H", "H", "H", "H", "H", "H", "H", "H"],
  "positions_angstrom": [[-1.982, 2.775, -0.003], [-2.954, 0.626, 0.265], [-1.296, 3.845, 0.343], [8.433, -5.747, 1.536], [-3.739, 1.692, -2.456], [7.380, -5.147, 1.298], [-1.781, 1.495, 0.360], [-3.767, 0.487, -1.721], [-0.617, 0.958, 0.802], [-2.774, -0.515, 0.676], [-2.998, 2.792, -0.400], [-0.340, 3.919, 0.737], [-1.742, 4.670, 0.205], [9.111, -5.951, 0.734], [8.809, -5.955, 2.417], [-4.663, 2.098, -2.557], [-3.275, 1.441, -3.349], [6.857, -4.738, 2.093], [-3.244, -0.212, -2.294], [-4.550, 0.230, -1.137], [-0.611, 0.014, 0.761], [-0.256, 1.222, 1.689]]
}

***

[5]
{
  "formula": "C3H9NO3",
  "method": "the ωB97M-V functional and the def2-TZVPD basis",
  "gap_ev": 10.5,
  "smiles": "N[C@@H](C=O)CO.O",
  "relative_energy_kj_mol": 281.6,
  "charge": 0,
  "molar_mass_g_mol": 107.109,
  "lumo_energy_ha": 0.021,
  "symbols": ["N", "C", "C", "O", "C", "O", "H", "H", "H", "H", "H", "H", "H", "O", "H", "H"],
  "positions_angstrom": [[1.659, 0.965, 0.735], [0.153, 0.526, 0.971], [-0.611, 1.528, 1.835], [-1.813, 1.508, 2.035], [-0.568, 0.428, -0.473], [-1.523, -0.722, -0.513], [2.296, 0.375, 1.307], [1.980, 0.723, -0.221], [0.357, -0.527, 1.379], [-0.039, 2.384, 2.232], [0.252, 0.288, -1.235], [-1.194, 1.316, -0.585], [-2.463, -0.494, -0.405], [0.725, -3.008, -2.485], [0.162, -3.100, -1.674], [0.627, -2.192, -2.902]]
}

***

[6]
{
  "formula": "C17H19N5O3",
  "method": "the ωB97M-V functional and the def2-TZVPD basis",
  "gap_ev": 8.4,
  "smiles": "N[C@@H](Cc1c[nH]c2ccccc12)C(=O)N[C@@H](Cc1c[nH]cn1)C(=O)O",
  "relative_energy_kj_mol": 290.8,
  "charge": 0,
  "molar_mass_g_mol": 341.371,
  "lumo_energy_ha": 0.015,
  "symbols": ["N", "C", "C", "C", "C", "N", "C", "C", "C", "C", "C", "C", "C", "O", "N", "C", "C", "C", "C", "N", "C", "N", "C", "O", "O", "H", "H", "H", "H", "H", "H", "H", "H", "H", "H", "H", "H", "H", "H", "H", "H", "H", "H", "H"],
  "positions_angstrom": [[2.487, -3.896, -0.077], [1.487, -2.908, 0.354], [1.581, -2.486, 1.854], [0.899, -1.281, 2.339], [1.684, -0.315, 2.876], [0.856, 0.773, 3.243], [-0.451, 0.449, 2.969], [-1.710, 1.218, 3.206], [-2.880, 0.541, 2.932], [-2.846, -0.689, 2.279], [-1.642, -1.413, 1.975], [-0.448, -0.812, 2.310], [1.400, -1.502, -0.406], [2.233, -0.660, -0.455], [0.236, -1.454, -1.095], [-0.158, -0.252, -1.867], [0.525, 1.071, -1.401], [-0.281, 2.332, -1.459], [-0.423, 3.326, -0.529], [-1.258, 4.242, -1.044], [-1.549, 3.780, -2.268], [-0.871, 2.740, -2.630], [-0.037, -0.685, -3.349], [-0.170, -1.815, -3.771], [0.353, 0.350, -4.239], [3.394, -3.484, -0.161], [2.054, -4.327, -0.908], [0.544, -3.370, -0.008], [1.263, -3.348, 2.534], [2.659, -2.534, 2.009], [2.760, -0.167, 3.133], [1.133, 1.610, 3.692], [-1.596, 2.158, 3.629], [-3.793, 1.015, 3.206], [-3.798, -1.108, 2.038], [-1.888, -2.374, 1.579], [-0.393, -2.242, -1.298], [-1.209, 0.012, -1.951], [0.813, 0.799, -0.428], [1.388, 1.057, -2.071], [0.052, 3.473, 0.432], [-1.576, 5.110, -0.640], [-2.154, 4.473, -2.853], [-0.042, 1.178, -3.874]]
}

***

Please write out number 6 again, unchanged.
{
  "formula": "C17H19N5O3",
  "method": "the ωB97M-V functional and the def2-TZVPD basis",
  "gap_ev": 8.4,
  "smiles": "N[C@@H](Cc1c[nH]c2ccccc12)C(=O)N[C@@H](Cc1c[nH]cn1)C(=O)O",
  "relative_energy_kj_mol": 290.8,
  "charge": 0,
  "molar_mass_g_mol": 341.371,
  "lumo_energy_ha": 0.015,
  "symbols": ["N", "C", "C", "C", "C", "N", "C", "C", "C", "C", "C", "C", "C", "O", "N", "C", "C", "C", "C", "N", "C", "N", "C", "O", "O", "H", "H", "H", "H", "H", "H", "H", "H", "H", "H", "H", "H", "H", "H", "H", "H", "H", "H", "H"],
  "positions_angstrom": [[2.487, -3.896, -0.077], [1.487, -2.908, 0.354], [1.581, -2.486, 1.854], [0.899, -1.281, 2.339], [1.684, -0.315, 2.876], [0.856, 0.773, 3.243], [-0.451, 0.449, 2.969], [-1.710, 1.218, 3.206], [-2.880, 0.541, 2.932], [-2.846, -0.689, 2.279], [-1.642, -1.413, 1.975], [-0.448, -0.812, 2.310], [1.400, -1.502, -0.406], [2.233, -0.660, -0.455], [0.236, -1.454, -1.095], [-0.158, -0.252, -1.867], [0.525, 1.071, -1.401], [-0.281, 2.332, -1.459], [-0.423, 3.326, -0.529], [-1.258, 4.242, -1.044], [-1.549, 3.780, -2.268], [-0.871, 2.740, -2.630], [-0.037, -0.685, -3.349], [-0.170, -1.815, -3.771], [0.353, 0.350, -4.239], [3.394, -3.484, -0.161], [2.054, -4.327, -0.908], [0.544, -3.370, -0.008], [1.263, -3.348, 2.534], [2.659, -2.534, 2.009], [2.760, -0.167, 3.133], [1.133, 1.610, 3.692], [-1.596, 2.158, 3.629], [-3.793, 1.015, 3.206], [-3.798, -1.108, 2.038], [-1.888, -2.374, 1.579], [-0.393, -2.242, -1.298], [-1.209, 0.012, -1.951], [0.813, 0.799, -0.428], [1.388, 1.057, -2.071], [0.052, 3.473, 0.432], [-1.576, 5.110, -0.640], [-2.154, 4.473, -2.853], [-0.042, 1.178, -3.874]]
}

***

> What is the formula in the fourth record?

CH12N8O